Entry 1:
DFT (wB97M-V/def2-TZVPD) results for a single C4H6N2OS molecule in a non-equilibrium geometry.

Values from the calculation:
gap between HOMO and LUMO = 8.7 eV
total charge = 0
SMILES = Cc1cc(=S)n(N)o1
lowest unoccupied orbital energy = 0.473 eV
maximum force = 3.56 eV Å⁻¹
ΔE to the lowest compared entry with this formula, charge and spin = 3.8129 eV
energy = -20105.529 eV

The geometry in XYZ format:
```
14
C4H6N2OS (wB97M-V/def2-TZVPD)
C 3.09526 -0.44999 0.07832
C 1.57804 -0.31769 -0.01380
C 0.53636 -1.18332 -0.03291
C -0.63960 -0.41519 -0.03638
S -2.24103 -0.86789 0.02894
N -0.25784 0.82620 -0.23860
N -0.89927 2.02567 0.15197
O 1.08071 0.97625 -0.03792
H 3.41440 0.13057 0.94514
H 3.35506 -1.42984 0.26262
H 3.53752 -0.05192 -0.90004
H 0.59644 -2.25158 -0.01911
H -1.57155 1.67804 0.84515
H -1.44178 2.23509 -0.65853
```

Atom charges from the Löwdin analysis, given in e for atoms 1 to 8:
1. C 0.017
2. C -0.234
3. C -0.028
4. C -0.852
5. S 0.583
6. N -0.208
7. N 0.136
8. O 0.052

Entry 2:
DFT (wB97M-V/def2-TZVPD) results for a gas-phase ion, C2H3O2S2 (charge -1) in a non-equilibrium geometry.

Values from the calculation:
gap between HOMO and LUMO = 7.8 eV
total charge = -1
SMILES = C=CS(=O)(=O)[S-]
lowest unoccupied orbital energy = 3.807 eV
maximum force = 4.74 eV Å⁻¹
ΔE to the lowest compared entry with this formula, charge and spin = 1.5445 eV
energy = -27888.335 eV

The geometry in XYZ format:
```
9
C2H3O2S2 (wB97M-V/def2-TZVPD)
C -0.23889 -0.40895 0.11647
C 0.85648 0.33673 0.07559
S 2.48338 -0.40400 0.01136
O 2.33600 -1.35486 -1.07302
O 3.37448 0.67009 -0.26678
S 2.60186 -1.25250 1.75995
H -1.24126 0.04107 0.24884
H -0.08542 -1.40352 0.40740
H 0.89146 1.31895 0.11941
```

Atom charges from the Löwdin analysis, given in e for atoms 1 to 8:
1. C -0.059
2. C -0.303
3. S 0.027
4. O -0.452
5. O -0.434
6. S 0.125
7. H 0.057
8. H 0.024

Entry 3:
DFT (wB97M-V/def2-TZVPD) results for a molecular structure, C52H43BaCl5F2N9O4S2 in a non-equilibrium geometry.

Values from the calculation:
gap between HOMO and LUMO = 6.4 eV
total charge = -1
lowest unoccupied orbital energy = 1.307 eV
maximum force = 1.13 eV Å⁻¹
ΔE to the lowest compared entry with this formula, charge and spin = 0.0000 eV
energy = -166636.581 eV

The geometry in XYZ format:
```
118
C52H43BaCl5F2N9O4S2 (wB97M-V/def2-TZVPD)
Ba -0.19165 0.34664 -0.54722
F 4.80767 -0.74014 -3.47989
C 3.52725 -1.18407 -3.34175
C 2.69774 -0.61650 -2.39704
C 1.35929 -1.00764 -2.26546
C 0.92215 -2.03826 -3.11863
C 1.80934 -2.63373 -4.00476
F 1.40977 -3.68236 -4.78469
C 3.11976 -2.22524 -4.15320
C -0.51303 -2.42943 -3.08795
C -1.22760 -2.65253 -4.26877
C -2.57711 -2.93436 -4.21542
C -3.20673 -2.99693 -2.98119
C -2.43308 -2.76175 -1.86366
N -1.12859 -2.48770 -1.89638
H 3.12503 0.16678 -1.77362
H 3.78320 -2.70096 -4.86021
H -0.71369 -2.57490 -5.21575
H -3.14025 -3.08726 -5.12820
H -4.26593 -3.19258 -2.88668
H -2.89204 -2.77789 -0.87789
O -2.41470 -3.15364 6.95631
C -1.15335 -3.44246 6.55775
O -0.58891 -4.38701 7.03592
C -0.53771 -2.55083 5.52602
C -1.17188 -1.43197 4.98448
C -0.54541 -0.66926 4.01906
C 0.73595 -0.99243 3.59607
C 1.37688 -2.11362 4.12054
C 0.73793 -2.88253 5.07927
N 1.31528 -0.16527 2.60753
C 2.52606 0.16127 2.75958
C 3.24831 1.00118 1.77850
C 4.61211 1.20183 1.93302
C 5.28669 1.96051 0.98757
C 4.57230 2.50104 -0.06341
C 3.20314 2.26325 -0.12766
N 2.55243 1.52518 0.76500
H -2.73796 -2.36014 6.51386
H -2.16686 -1.11831 5.28914
H -1.02928 0.18981 3.58240
H 2.34584 -2.40740 3.73631
H 1.21169 -3.76378 5.49031
H 3.10205 -0.15126 3.63667
H 5.13149 0.76396 2.77553
H 6.35323 2.12275 1.07385
H 5.05437 3.08988 -0.83128
H 2.60416 2.68204 -0.93182
C -2.51826 -4.27955 2.66215
C -1.06925 -4.44214 2.39543
N -0.31456 -5.39746 2.84368
N 0.91982 -5.10037 2.34200
C 0.96397 -3.97659 1.59489
S 2.24326 -3.27223 0.79563
N -0.33645 -3.56216 1.64252
N -0.78498 -2.38613 1.03884
H -2.87353 -5.15010 3.20776
H -3.08103 -4.18985 1.73046
H -2.70711 -3.38485 3.25669
H 1.70499 -5.70052 2.51506
H -0.66500 -2.50737 0.01752
H -1.76982 -2.27192 1.25253
Cl -0.84613 4.01707 3.48310
C -2.16172 2.84310 3.46289
C -2.19331 1.91632 2.43886
C -3.23389 1.01746 2.52303
Cl -3.38299 -0.21445 1.25480
C -4.20144 1.00790 3.52299
Cl -5.47274 -0.17006 3.56001
C -4.13184 1.97803 4.52032
Cl -5.31475 2.01939 5.77819
C -3.09730 2.91273 4.49313
Cl -3.00483 4.11282 5.73290
C -5.06244 3.74140 -3.27416
C -4.05435 4.57998 -4.04962
C -2.89423 5.04316 -3.17845
N -1.98938 3.92101 -2.92752
C -0.79921 3.97260 -2.32863
S 0.47456 2.98740 -2.79902
N -0.56665 4.93670 -1.37153
C -1.29332 5.55019 -0.33848
O -0.76489 6.50236 0.19487
C -2.60938 5.03724 0.13983
C -3.40448 5.95020 0.83444
C -4.63092 5.55978 1.34118
C -5.07091 4.25265 1.15954
C -4.27538 3.34308 0.48316
C -3.04088 3.72736 -0.01701
H -5.78999 3.26919 -3.93587
H -5.60146 4.35785 -2.55143
H -4.56091 2.94877 -2.71829
H -4.53498 5.46595 -4.47107
H -3.66034 4.01168 -4.89878
H -3.29351 5.42986 -2.24107
H -2.33252 5.84784 -3.66265
H -2.10704 3.09641 -3.50135
H 0.41536 5.14779 -1.27394
H -3.03731 6.95766 0.97525
H -5.24265 6.27037 1.88237
H -6.03058 3.94323 1.55619
H -4.59131 2.31883 0.33738
H -2.44186 2.98546 -0.52297
O -0.19009 2.62959 0.57811
H -0.87926 2.33293 1.26827
H 0.61047 2.75690 1.10151
C -2.40177 0.65880 -1.91450
C -3.50034 0.37016 -2.38294
C -4.76033 0.01381 -2.96403
C -5.91131 -0.11173 -2.17790
C -7.13179 -0.43637 -2.74966
C -7.23288 -0.64633 -4.11862
C -6.09609 -0.53396 -4.91010
C -4.87498 -0.21010 -4.34136
H -5.83184 0.04839 -1.10949
H -8.00986 -0.52464 -2.12136
H -8.18692 -0.89900 -4.56382
H -6.16139 -0.69915 -5.97895
H -3.98577 -0.12354 -4.95321
```

Atom charges from the Löwdin analysis, given in e for atoms 1 to 8:
1. Ba 1.528
2. F 0.026
3. C -0.285
4. C -0.113
5. C -0.269
6. C -0.189
7. C -0.229
8. F 0.032

Entry 4:
DFT (wB97M-V/def2-TZVPD) results for a single C4H10N2S molecule in a non-equilibrium geometry.

Values from the calculation:
gap between HOMO and LUMO = 9.0 eV
total charge = 0
SMILES = CCC/N=C\NS
lowest unoccupied orbital energy = 0.241 eV
maximum force = 7.83 eV Å⁻¹
ΔE to the lowest compared entry with this formula, charge and spin = 4.8074 eV
energy = -18120.777 eV

The geometry in XYZ format:
```
17
C4H10N2S (wB97M-V/def2-TZVPD)
C 2.35804 -0.34595 -0.78822
C 1.28248 -1.08589 0.03476
C 0.51782 0.16642 0.78963
N -0.21226 1.28583 0.14295
C -1.42571 1.33806 -0.31367
N -2.47411 0.57680 -0.49936
S -3.02371 -1.06108 -0.18495
H 3.34505 -0.38535 -0.20464
H 2.71945 -0.93665 -1.59826
H 1.85377 0.75824 -1.02078
H 1.70207 -1.73397 0.87282
H 0.63720 -1.67928 -0.74500
H -0.21425 -0.58474 1.35282
H 1.09643 0.49183 1.60370
H -1.59367 2.60431 -0.42312
H -3.33317 1.36540 -0.15658
H -3.23544 -0.77398 1.13793
```

Atom charges from the Löwdin analysis, given in e for atoms 1 to 8:
1. C -0.170
2. C -0.254
3. C -0.259
4. N -0.008
5. C -0.433
6. N -0.436
7. S 0.706
8. H 0.079